78
Properties=species:S:1:pos:R:3:mulliken_charge:R:1 method="wB97M-V/def2-TZVPD" total_charge=0 lumo_energy_ev=0.025 relative_energy_kcal_mol=252.54 homo_energy_ev=-8.98
C -2.753 -2.812 -3.330 -0.629
O -1.518 -2.079 -3.668 -0.432
C -1.574 -0.815 -3.088 -1.075
C -0.203 -0.247 -3.196 -0.022
N 0.107 0.945 -2.383 0.620
H -0.802 1.647 -2.284 0.779
H 0.134 0.706 -1.402 -0.566
C 1.357 1.689 -2.679 -1.098
C 1.623 2.754 -1.530 0.249
O 2.532 3.701 -2.115 -0.505
C 3.131 4.462 -1.073 -0.884
H -3.720 -2.430 -3.800 0.245
H -2.762 -2.893 -2.257 0.205
H -2.366 -3.608 -3.920 0.329
H -1.807 -1.025 -2.031 0.401
H -2.379 -0.379 -3.498 0.802
H 0.316 0.036 -4.182 0.398
H 0.530 -1.221 -2.922 0.020
H 1.135 2.289 -3.458 0.628
H 2.374 1.095 -2.800 0.286
H 2.201 2.065 -0.735 0.249
H 0.789 3.273 -1.132 0.107
H 2.479 5.141 -0.665 0.352
H 3.773 5.192 -1.419 0.444
H 3.855 4.027 -0.394 0.324
C 0.375 0.136 0.845 0.041
O 1.193 -0.836 0.188 0.010
O 0.593 0.104 2.165 -0.506
O -0.320 0.945 0.192 0.469
H 1.084 -0.574 2.371 0.364
C -3.833 1.655 3.610 -1.375
C -2.435 1.631 2.950 0.225
O -2.573 1.410 1.636 -0.519
H -4.142 0.603 3.266 0.217
H -4.626 2.548 3.601 0.259
H -3.730 1.795 4.545 0.520
H -1.912 0.928 3.430 0.287
H -2.001 2.656 3.228 0.082
H -1.808 1.325 1.107 0.103
C -3.593 -3.421 1.529 -1.439
C -2.144 -3.002 1.257 -0.430
O -2.128 -1.775 0.552 -0.466
H -4.118 -3.329 0.663 0.416
H -4.138 -2.806 2.287 0.261
H -3.528 -4.506 1.537 0.426
H -1.657 -3.712 0.761 0.490
H -1.567 -2.949 2.116 0.552
H -1.366 -1.538 0.444 -0.024
C 1.661 -3.919 -1.415 -0.818
O 1.288 -3.489 -0.091 -0.577
H 0.895 -3.835 -2.264 0.112
H 1.733 -4.941 -1.588 0.371
H 2.605 -3.552 -1.624 0.383
H 1.077 -2.489 -0.154 0.231
C 4.384 -0.845 0.567 -0.664
O 3.697 -0.112 -0.395 -0.575
H 4.240 -0.220 1.452 0.270
H 5.505 -0.978 0.442 0.308
H 4.113 -1.856 0.876 0.159
H 2.658 -0.068 -0.197 0.195
C -2.095 2.324 -2.384 -1.100
O -0.880 2.663 -1.592 -0.510
H -2.079 2.839 -3.212 0.521
H -2.977 2.406 -1.738 0.314
H -2.057 1.229 -2.815 0.086
H -1.151 3.584 -1.355 0.383
C 0.597 3.843 1.964 0.530
O 1.769 3.088 2.088 -0.537
H 0.749 4.488 1.093 -0.003
H 0.375 4.421 2.818 0.353
H -0.002 3.110 1.810 -0.754
H 1.314 2.248 2.387 0.312
C 2.647 -3.207 3.763 -0.811
O 1.640 -2.413 3.119 -0.508
H 3.429 -2.726 3.273 0.266
H 2.636 -4.265 3.684 0.319
H 2.762 -3.205 4.811 0.324
H 1.387 -2.924 2.355 0.228



156
Properties=species:S:1:pos:R:3:mulliken_charge:R:1 method="wB97M-V/def2-TZVPD" total_charge=0 lumo_energy_ev=0.540 relative_energy_kcal_mol=16.97 homo_energy_ev=-9.07
F -4.334 -4.808 -3.369 -0.399
C -4.488 -3.431 -3.150 0.306
C -4.766 -2.533 -4.165 -0.727
C -5.152 -1.206 -3.809 -0.153
C -5.282 -0.842 -2.438 -0.862
C -4.934 -1.775 -1.465 -0.170
C -4.621 -3.073 -1.807 -0.177
H -4.844 -2.879 -5.191 0.465
H -5.409 -0.423 -4.534 0.588
H -5.535 0.190 -2.128 0.386
H -5.036 -1.611 -0.386 0.414
H -4.385 -3.922 -1.059 0.327
F -4.360 -5.379 1.105 -0.312
C -3.134 -6.040 1.039 0.711
C -2.928 -7.406 1.448 -0.799
C -1.648 -7.915 1.314 -0.498
C -0.562 -7.056 0.876 -0.651
C -0.781 -5.807 0.520 0.383
C -2.135 -5.265 0.546 0.032
H -3.736 -8.075 1.806 0.381
H -1.413 -8.987 1.521 0.319
H 0.462 -7.362 0.742 0.469
H 0.144 -5.186 0.196 -0.201
H -2.326 -4.265 0.152 0.156
F 3.492 -0.030 -3.115 -0.364
C 3.799 -0.804 -2.046 0.207
C 2.958 -0.892 -0.937 -0.411
C 3.413 -1.681 0.145 0.310
C 4.639 -2.340 0.084 -0.682
C 5.406 -2.180 -1.014 -0.502
C 5.014 -1.358 -2.096 -0.699
H 1.952 -0.545 -0.926 0.450
H 2.840 -1.711 1.107 0.379
H 4.880 -2.951 0.949 0.480
H 6.262 -2.877 -1.137 0.312
H 5.541 -1.171 -3.032 0.441
F 1.809 0.866 5.898 -0.313
C 0.637 1.542 6.138 0.712
C 0.819 2.762 6.788 -0.669
C -0.280 3.482 7.103 -0.342
C -1.548 3.014 6.855 -0.761
C -1.739 1.795 6.241 -0.122
C -0.618 0.979 5.886 -0.630
H 1.854 3.017 6.972 0.480
H -0.261 4.436 7.575 0.394
H -2.382 3.727 6.977 0.340
H -2.741 1.400 6.037 0.378
H -0.668 0.021 5.409 0.497
F -1.397 -1.762 -4.587 -0.187
C -0.793 -2.820 -3.978 0.471
C 0.173 -2.594 -2.975 -0.523
C 0.817 -3.660 -2.432 0.260
C 0.542 -4.988 -2.976 -0.920
C -0.371 -5.115 -3.981 -0.641
C -1.106 -4.028 -4.528 -1.063
H 0.299 -1.592 -2.637 0.715
H 1.429 -3.469 -1.527 0.395
H 0.986 -5.929 -2.665 0.375
H -0.501 -6.043 -4.440 0.456
H -1.868 -4.109 -5.218 0.658
F -0.875 2.046 -1.072 -0.247
C -0.856 0.954 -0.309 0.961
C -1.653 -0.132 -0.648 -0.809
C -1.665 -1.210 0.222 -0.097
C -0.815 -1.237 1.324 -0.342
C 0.013 -0.142 1.595 0.604
C 0.061 0.937 0.750 -0.120
H -2.419 -0.044 -1.392 0.339
H -2.365 -1.988 0.012 -0.011
H -0.888 -1.886 2.182 0.725
H 0.735 -0.225 2.412 -0.354
H 0.779 1.760 0.893 -0.528
F 3.557 7.082 -3.520 -0.355
C 2.966 5.875 -3.569 0.528
C 1.648 5.746 -3.162 -0.576
C 1.099 4.490 -3.253 0.257
C 1.755 3.426 -3.842 -0.591
C 3.111 3.589 -4.255 -0.593
C 3.758 4.791 -4.050 -0.613
H 1.225 6.598 -2.632 0.455
H -0.017 4.482 -3.107 0.243
H 1.108 2.531 -4.055 0.362
H 3.601 2.787 -4.839 0.342
H 4.776 4.866 -4.337 0.526
C -2.687 1.232 -5.158 -0.648
O -2.292 2.416 -5.879 -0.380
C -2.898 3.548 -5.568 0.832
O -3.674 3.769 -4.689 -0.572
O -2.417 4.522 -6.396 -0.332
C -3.018 5.777 -6.242 -0.655
H -3.652 0.914 -5.450 0.476
H -2.652 1.305 -4.050 0.214
H -1.952 0.452 -5.384 0.252
H -2.547 6.584 -6.883 0.264
H -2.996 6.242 -5.317 0.207
H -4.075 5.691 -6.487 0.335
C 3.492 2.589 -1.091 -0.214
O 3.609 3.602 -0.017 -0.402
C 3.242 3.194 1.168 0.648
O 2.891 2.087 1.525 -0.262
O 3.429 4.195 2.059 -0.466
C 2.702 4.131 3.280 -0.480
H 4.108 2.802 -1.936 0.426
H 2.447 2.516 -1.311 0.001
H 3.870 1.566 -0.747 0.116
H 2.942 3.202 3.844 0.234
H 1.669 4.146 3.041 0.075
H 3.035 4.980 3.791 0.351
C 3.659 -0.884 3.602 -0.837
O 2.236 -1.235 3.607 0.402
C 1.841 -2.178 4.484 0.227
O 2.523 -2.742 5.301 -0.571
O 0.461 -2.416 4.387 0.082
C 0.162 -3.615 5.104 -1.059
H 3.899 -0.457 4.543 0.346
H 3.764 -0.157 2.745 0.053
H 4.152 -1.826 3.495 0.338
H 0.675 -3.727 6.041 0.436
H 0.382 -4.510 4.550 0.250
H -0.886 -3.642 5.319 0.307
C -1.408 3.196 2.877 -0.361
O -2.522 2.307 2.696 0.052
C -3.750 2.577 3.169 0.462
O -4.153 3.651 3.435 -0.577
O -4.392 1.404 3.236 -0.460
C -3.613 0.210 3.140 0.182
H -0.540 2.588 2.836 0.022
H -1.518 3.675 3.847 0.537
H -1.462 4.114 2.225 0.218
H -3.108 0.254 2.143 -0.049
H -4.429 -0.544 3.198 0.247
H -2.967 0.243 3.961 -0.098
C 4.499 -5.775 -1.712 -0.726
O 4.597 -5.422 -0.338 -0.415
C 3.447 -5.418 0.344 0.755
O 2.359 -5.795 -0.039 -0.385
O 3.687 -4.998 1.637 -0.359
C 2.478 -5.068 2.388 -0.211
H 4.178 -4.923 -2.268 0.262
H 3.813 -6.602 -1.883 0.339
H 5.477 -6.155 -2.001 0.280
H 2.285 -6.112 2.704 0.389
H 1.562 -4.669 1.884 0.025
H 2.507 -4.414 3.264 0.060
C -2.901 5.784 -1.711 -0.190
O -1.568 6.438 -1.419 -0.351
C -1.122 6.196 -0.205 0.705
O -1.460 5.278 0.507 -0.565
O -0.145 7.060 -0.049 -0.385
C 0.730 6.875 1.113 -0.326
H -2.950 5.685 -2.775 -0.235
H -3.682 6.418 -1.288 0.371
H -2.950 4.789 -1.309 0.247
H 0.157 7.016 2.100 0.266
H 1.446 7.681 0.979 0.281
H 1.248 5.958 1.008 0.023



23
Properties=species:S:1:pos:R:3:nbo_charge:R:1 method="wB97M-V/def2-TZVPD" total_charge=0 smiles=c1ccccc1.CCC lumo_energy_ev=1.038 relative_energy_kcal_mol=4.14 homo_energy_ev=-9.44
C -0.803 -0.700 1.210 -0.215
C -0.904 0.650 0.870 -0.220
C -0.050 1.193 -0.091 -0.204
C 0.903 0.386 -0.713 -0.221
C 1.004 -0.964 -0.373 -0.215
C 0.151 -1.506 0.589 -0.215
H -1.474 -1.127 1.967 0.215
H -1.654 1.285 1.360 0.215
H -0.130 2.255 -0.359 0.214
H 1.575 0.813 -1.469 0.215
H 1.755 -1.598 -0.862 0.215
H 0.230 -2.568 0.856 0.215
C 3.591 2.660 2.641 -0.605
C 3.533 1.173 2.987 -0.396
C 4.686 0.395 2.352 -0.605
H 4.539 3.095 3.003 0.199
H 2.754 3.207 3.106 0.208
H 3.536 2.796 1.548 0.200
H 3.572 1.051 4.086 0.192
H 2.571 0.753 2.635 0.200
H 5.651 0.792 2.709 0.199
H 4.629 -0.676 2.611 0.208
H 4.649 0.494 1.254 0.200



22
Properties=species:S:1:pos:R:3:nbo_charge:R:1 method="wB97M-V/def2-TZVPD" total_charge=-1 lumo_energy_ev=3.185 relative_energy_kcal_mol=58.43 homo_energy_ev=-4.99
C -3.086 0.217 -0.294 -0.241
C -2.283 0.320 -1.385 -0.228
C -2.540 0.554 0.996 -0.221
C -0.956 0.771 -1.317 -0.190
C -1.252 1.074 1.081 -0.203
C -0.402 1.038 -0.029 -0.079
C 1.081 1.268 0.101 0.585
C 0.870 -1.824 0.306 -0.263
N 1.917 0.189 -0.063 -0.412
O 4.863 0.392 -0.345 -0.961
O 1.469 2.347 0.561 -0.654
O 3.856 -1.356 1.001 -0.979
O 1.418 -1.006 -0.690 -0.443
S 3.824 -0.659 -0.280 1.680
H -4.003 -0.175 -0.584 0.203
H -2.718 -0.031 -2.296 0.197
H -3.115 0.673 1.869 0.201
H -0.177 0.734 -2.218 0.235
H -0.913 1.462 2.079 0.227
H 0.235 -2.460 -0.279 0.172
H 0.197 -1.310 0.880 0.167
H 1.714 -2.217 0.903 0.208



87
Properties=species:S:1:pos:R:3:mulliken_charge:R:1 method="wB97M-V/def2-TZVPD" total_charge=0 lumo_energy_ev=0.187 relative_energy_kcal_mol=0.00 homo_energy_ev=-6.73
Pb -15.960 3.280 12.867 0.839
C -15.676 1.699 9.887 0.432
C -17.066 1.146 10.342 -1.105
C -18.311 1.946 10.657 -1.039
N -18.102 2.766 11.897 -0.039
C -19.215 3.075 12.583 0.515
C -20.533 3.051 12.047 -0.754
C -21.755 2.706 12.577 -0.311
C -21.967 2.387 13.890 -0.583
C -21.112 2.568 15.017 -0.290
C -19.888 3.167 15.102 -0.454
C -18.964 3.511 14.039 0.314
N -17.752 4.081 14.236 -0.089
C -17.537 4.921 15.496 -1.072
C -16.649 6.136 15.309 -0.564
C -15.190 5.859 14.842 -1.324
N -15.202 5.427 13.448 -0.231
C -14.953 6.249 12.445 1.213
C -14.646 7.629 12.671 -1.062
C -13.700 8.435 12.069 -0.391
C -12.871 8.141 11.012 -0.525
C -13.038 7.019 10.132 -0.803
C -14.091 6.104 10.041 -0.538
C -14.897 5.631 11.117 0.746
N -15.676 4.532 10.938 -0.192
C -16.194 4.210 9.600 -1.378
C -15.641 2.943 8.967 -0.601
H -15.034 1.833 10.778 -0.600
H -15.269 0.893 9.282 0.564
H -17.349 0.413 9.576 0.475
H -16.948 0.557 11.285 0.174
H -18.684 2.542 9.759 0.262
H -19.124 1.230 10.862 0.697
H -20.528 3.377 11.045 0.470
H -22.628 2.647 11.948 0.381
H -22.943 1.959 14.030 0.320
H -21.546 2.226 15.972 0.309
H -19.469 3.386 16.076 0.210
H -18.539 5.216 15.866 0.493
H -17.215 4.206 16.252 0.387
H -17.068 6.770 14.535 0.321
H -16.606 6.694 16.251 0.394
H -14.614 6.744 14.976 0.659
H -14.773 4.995 15.379 0.360
H -15.160 8.068 13.541 0.358
H -13.668 9.402 12.561 0.343
H -12.041 8.815 10.879 0.357
H -12.386 6.922 9.239 0.292
H -14.263 5.582 9.116 0.275
H -17.252 4.174 9.726 0.289
H -15.993 5.107 9.034 0.814
H -16.129 2.655 8.024 0.398
H -14.579 3.116 8.728 0.281
O -18.215 -0.841 15.934 -0.590
C -17.605 0.070 16.845 -0.461
C -17.164 -0.692 18.083 1.480
C -18.415 -1.372 18.671 -1.077
O -18.790 -2.568 17.952 -0.544
C -16.498 0.344 19.025 -1.291
Se -14.659 1.068 18.382 -0.109
C -16.209 -1.804 17.815 -1.243
Se -14.200 -1.129 17.626 -0.102
H -18.504 -0.351 15.176 0.309
H -18.349 0.809 17.188 0.317
H -16.636 0.512 16.505 0.197
H -19.289 -0.710 18.803 0.320
H -18.163 -1.756 19.673 0.445
H -19.211 -2.186 17.109 0.378
H -16.330 -0.109 20.008 0.445
H -17.055 1.295 19.157 0.459
H -16.395 -2.200 16.836 0.494
H -15.952 -2.494 18.614 0.555
C -11.320 0.316 10.756 -1.572
C -10.910 1.495 11.632 2.017
C -10.375 2.654 10.733 -1.571
C -10.105 1.147 12.827 -1.542
C -12.152 1.978 12.285 -0.330
N -13.155 2.155 12.808 -0.324
H -10.425 -0.190 10.364 0.390
H -11.887 0.619 9.890 0.367
H -11.971 -0.451 11.267 0.332
H -9.363 2.491 10.355 0.397
H -10.342 3.606 11.310 0.360
H -11.000 2.795 9.858 0.347
H -9.082 0.864 12.482 0.382
H -10.672 0.288 13.236 0.349
H -10.130 1.991 13.466 0.418



15
Properties=species:S:1:pos:R:3:nbo_charge:R:1 method="wB97M-V/def2-TZVPD" total_charge=0 smiles="C=C(C)C.O" lumo_energy_ev=0.738 relative_energy_kcal_mol=20.77 homo_energy_ev=-9.52
C -1.217 0.819 1.627 -0.424
C -0.526 0.872 0.499 0.034
C 0.394 2.077 0.225 -0.648
C -0.487 -0.302 -0.500 -0.645
H -1.890 -0.027 1.808 0.194
H -1.235 1.647 2.344 0.199
H 0.433 2.410 -0.826 0.214
H 1.390 1.699 0.511 0.217
H 0.151 2.945 0.860 0.218
H -0.597 0.033 -1.545 0.216
H -1.333 -0.966 -0.253 0.218
H 0.450 -0.878 -0.412 0.205
O 1.723 -3.760 -1.521 -0.938
H 1.725 -3.187 -0.721 0.470
H 1.018 -3.382 -2.095 0.470